Molecular formula: C29H28MnN4O4S
Method: DFT, ωB97M-V/def2-TZVPD

```
67
Properties=species:S:1:pos:R:3:mulliken_charge:R:1
C 3.61 -0.92 -2.32 0.308
H -2.02 5.50 -0.46 0.327
C -1.01 -0.93 4.98 -0.815
C -6.70 -0.07 0.58 -0.515
Mn -0.53 -0.97 0.62 -0.407
H 0.57 -0.92 6.43 0.406
C 4.33 -2.16 -4.36 -1.609
C -1.35 -0.93 3.63 -0.174
H -7.89 1.47 0.50 0.319
C 3.83 -0.94 0.46 1.075
C -1.13 3.75 0.39 0.645
H -0.50 5.82 0.40 0.369
H 1.01 3.91 0.51 0.412
H -5.38 -2.49 0.63 0.490
C 0.98 -0.96 3.08 0.305
C -5.23 -0.33 0.56 0.314
H 5.96 -0.91 0.18 0.413
C -3.36 -1.82 0.55 -0.354
H -7.13 -0.51 1.49 0.335
H -2.94 -2.82 0.58 0.475
N -2.48 -0.81 0.48 -0.114
C 2.47 -0.94 -1.54 0.961
C 2.17 -0.92 -4.41 -2.073
H 4.29 0.36 -5.45 0.451
H -7.15 -0.59 -0.28 0.344
H 5.77 -0.91 -2.26 0.434
H 5.37 0.34 -4.06 0.337
C -1.93 1.49 0.40 0.758
C 2.57 -0.96 -0.15 -1.984
C 4.32 0.34 -4.36 -1.589
H 4.29 -2.19 -5.45 0.454
C -1.43 5.23 0.42 -0.873
N -0.15 -3.95 0.54 0.036
H 1.62 -1.81 -4.10 0.402
H -1.80 -0.91 5.73 0.433
H 2.22 -0.92 -5.50 0.435
N 1.53 -0.98 0.76 0.689
H -1.71 5.44 2.34 0.328
H 1.35 1.47 0.51 0.360
C 4.86 -0.92 -1.67 -0.545
C 0.35 1.88 0.46 -0.152
H -4.70 1.72 0.51 0.668
C 3.59 -0.91 -3.84 1.988
O -2.23 5.56 1.54 -0.493
H 2.37 -0.93 4.73 0.440
H -3.19 3.22 0.42 0.471
C 4.99 -0.92 -0.30 -1.596
C 1.95 -0.97 2.01 0.986
C -2.96 0.46 0.45 0.182
O -0.96 -4.82 0.58 -0.376
C 0.16 3.24 0.45 -1.015
O -0.58 -2.75 0.28 -0.304
O -6.94 1.31 0.52 -0.491
C 1.33 -0.94 4.43 -0.953
H -2.40 -0.92 3.36 0.342
C -4.32 0.71 0.51 -0.606
N -0.66 0.99 0.39 0.262
H 1.47 -0.94 -1.97 0.396
H 1.62 -0.03 -4.10 0.385
H 3.86 -3.07 -3.98 0.377
H 3.86 1.25 -3.98 0.370
C -4.72 -1.63 0.58 -0.930
C -2.18 2.85 0.40 -0.558
H 5.37 -2.16 -4.06 0.343
C -0.36 -0.96 2.65 0.839
C 0.32 -0.93 5.38 -0.777
S 3.66 -0.95 2.19 -0.361
```

## Properties
HOMO-LUMO gap (spin up / spin down), eV: 6.641 / 6.746
Spin multiplicity: 5
M, g mol⁻¹: 583.57
E_HOMO (spin up / spin down), hartree: -0.3828 / -0.4017
LUMO level (spin up / spin down), Eh: -0.1388 / -0.1538
Total charge: +1

=====

Molecular formula: C29H28N13O2Tl
Method: DFT, ωB97M-V/def2-TZVPD

```
73
Properties=species:S:1:pos:R:3:mulliken_charge:R:1
C -0.48 -1.51 -3.97 0.075
C -1.90 -2.88 3.00 -1.870
H 0.61 2.73 -5.45 0.372
H -0.99 2.96 -3.54 0.382
C 0.08 2.86 -3.38 -0.306
H 2.33 1.73 3.35 0.594
N 3.73 -0.16 -3.44 -1.048
C 1.82 2.00 2.41 -1.698
H 2.92 0.82 -0.56 -0.081
H 0.34 -2.56 -0.99 0.298
H 4.50 -2.24 1.53 0.439
C 2.31 2.63 -4.14 -0.156
N 0.48 -0.62 -4.43 0.210
C -1.66 1.09 3.61 -0.510
C 0.32 1.99 2.61 0.660
C 0.96 2.74 -4.43 -0.500
C 1.75 2.76 -1.82 0.079
N -0.39 2.81 1.85 -0.318
N 3.15 -0.19 -2.29 -0.303
H 3.82 -0.01 2.14 0.257
H -2.25 3.39 1.23 0.308
H 0.32 0.48 4.14 0.269
H 1.91 -4.50 -1.02 0.477
H -2.41 -3.79 2.69 0.447
C 1.67 -0.46 -3.76 -0.063
C 3.58 -2.36 0.98 -1.086
N -1.93 -3.04 -3.99 -0.800
H 4.05 -4.33 0.26 0.368
C 2.72 2.66 -2.81 -0.569
H -0.83 -3.06 3.03 0.318
N 1.83 -0.37 -2.44 0.716
C 2.15 -3.62 -0.45 -0.978
H 3.88 1.91 0.47 -0.001
H 1.10 2.85 0.15 0.001
H -3.48 1.89 2.78 0.478
C 2.75 -0.16 1.87 -1.212
C -5.87 -1.46 2.46 -0.734
H -2.15 0.41 4.30 0.406
C 3.33 -3.52 0.26 -0.481
N -1.83 -2.61 -2.78 -0.421
N 2.84 -0.32 -4.41 -0.632
C 2.85 1.61 0.21 -0.278
C -3.52 -1.29 1.83 0.896
O -2.99 0.43 0.24 -0.671
C -6.19 -0.42 1.58 -0.360
N -1.09 -2.37 -4.79 -0.514
C -3.82 -0.20 0.91 0.042
H 2.60 3.75 -0.14 0.207
C -4.56 -1.87 2.56 -0.886
H 2.21 -0.42 2.79 0.303
C -2.16 -1.75 1.98 0.753
O -1.17 -1.32 1.39 -0.258
N 0.46 2.86 -2.11 -0.244
N 1.49 -1.46 0.28 0.729
H -5.45 0.99 0.17 0.343
H 2.15 3.00 2.12 0.434
Tl -0.40 0.21 -0.80 1.165
H -7.22 -0.11 1.49 0.366
H 3.04 2.51 -4.92 0.274
C -5.21 0.18 0.85 -0.642
C -1.71 2.75 1.91 -0.497
C -2.40 1.92 2.78 -0.117
N 2.16 1.05 1.35 1.309
H 0.64 -0.76 -5.43 0.345
H -6.64 -1.94 3.05 0.347
H -4.35 -2.69 3.24 0.285
C -0.28 1.13 3.52 -0.447
C 1.27 -2.55 -0.43 -0.247
N -0.94 -1.62 -2.72 0.505
H 3.76 2.57 -2.55 0.234
C 2.61 -1.36 0.97 0.637
C 2.06 2.81 -0.35 0.211
H -2.25 -2.59 4.00 0.387
```

## Properties
HOMO-LUMO gap, eV: 6.573
M, g mol⁻¹: 795.02
E_HOMO, hartree: -0.0778
LUMO level, Eh: 0.1637
Energy relative to the best compared isomer or geometry (same formula, charge and spin), kJ/mol: 102.5
Total charge: -2

=====

Molecular formula: C29H28N4O6S2Ta
Method: DFT, ωB97M-V/def2-TZVPD

```
70
Properties=species:S:1:pos:R:3:mulliken_charge:R:1
H 3.17 -2.53 2.29 0.573
H -0.11 0.17 -4.84 0.188
C -1.02 -0.21 -5.31 -0.819
C -2.39 -2.34 1.63 -0.554
C 1.53 1.52 3.74 0.012
H 1.60 -3.39 -2.07 0.314
C 5.63 -1.67 2.65 -0.365
C 5.05 -0.13 0.80 0.516
H -1.04 -3.94 -2.86 0.648
H -3.02 -2.61 2.48 0.554
C 4.11 0.36 -0.09 -0.988
H -0.36 -1.70 3.19 0.322
H -3.75 1.19 -5.43 0.563
C 0.03 1.90 1.83 0.304
C 0.81 2.41 2.96 0.684
C 2.26 1.98 4.83 -1.029
C 0.83 3.78 3.25 -0.488
N -1.34 1.92 0.13 0.515
C 2.27 3.34 5.12 -0.401
C 6.37 0.43 0.82 -0.368
S 0.93 -2.08 0.61 -0.529
H -0.82 -1.16 -5.79 0.275
Ta -0.37 -0.14 -0.25 0.613
H 4.37 1.17 -0.75 0.575
C -3.67 2.90 -2.51 -1.075
C -2.25 2.54 -0.53 -0.227
O -1.31 0.23 -1.78 0.636
C 1.14 -2.67 -2.75 -1.054
H 2.84 3.70 5.97 0.408
H 0.98 -3.14 -3.72 0.372
O -1.82 -1.06 1.84 -0.380
H -4.09 3.77 -2.02 0.456
C 4.70 -1.17 1.67 0.384
H -1.36 0.51 -6.05 0.416
C 2.48 -1.26 0.70 0.483
H 1.79 -1.81 -2.87 0.260
H -4.00 -1.48 0.56 0.314
H 1.53 0.46 3.50 0.400
N 7.43 0.87 0.81 -0.459
H -1.93 -1.21 3.90 0.493
C 2.83 -0.19 -0.14 1.086
C -2.36 -2.62 -1.84 -0.571
C -1.19 -0.99 3.13 -0.704
H 1.60 5.29 4.54 0.414
C -4.04 2.57 -3.80 -0.870
H -2.55 -1.98 -2.70 -0.074
C 1.57 4.23 4.32 -0.716
H -0.73 -3.82 -1.11 0.226
H -1.60 -3.09 1.53 0.182
H 2.82 1.29 5.44 0.434
H -3.14 -3.38 -1.78 0.641
C -3.22 -2.23 0.41 -0.649
O -2.40 -1.79 -0.67 -0.249
S 1.70 0.47 -1.33 -0.626
C 3.43 -1.72 1.62 -0.784
H -2.61 3.47 -0.12 0.528
H 0.27 4.46 2.62 0.454
C -2.73 2.12 -1.83 0.488
O -2.03 -0.45 -4.32 -0.469
C -2.19 1.00 -2.45 0.760
N -0.88 2.60 1.26 -1.232
C -2.55 0.67 -3.75 0.024
O -0.10 -2.21 -2.23 0.401
H -0.82 0.02 3.27 0.067
C -1.02 -3.25 -2.01 -0.679
C -3.47 1.46 -4.42 -0.229
N 6.35 -2.06 3.46 -0.452
H -3.69 -3.19 0.18 0.477
H -4.76 3.18 -4.33 0.433
O 0.32 0.68 1.37 0.146
```

## Properties
HOMO-LUMO gap, eV: 6.876
M, g mol⁻¹: 773.65
E_HOMO, hartree: -0.4120
LUMO level, Eh: -0.1593
Total charge: +1

=====

Molecular formula: C29H29AsBrCoN2O5Te
Method: DFT, ωB97M-V/def2-TZVPD

```
69
Properties=species:S:1:pos:R:3:mulliken_charge:R:1
H 3.46 -3.37 -4.90 0.330
As 0.52 2.02 -2.27 0.808
Te -0.69 -2.64 1.00 0.090
C 2.58 -0.80 -1.57 -0.424
H 2.68 -5.95 0.33 0.478
C 1.67 -6.09 -0.05 -0.800
C -0.23 3.81 -2.54 -1.263
H 2.03 -8.10 -0.68 0.429
O -2.83 2.45 -0.63 -0.695
C -0.52 1.01 -3.63 -0.610
H -0.27 4.04 -3.60 0.407
O 1.60 -0.78 2.18 -0.458
N 1.28 -1.13 -1.51 1.165
H -1.10 2.22 -8.09 0.401
H -2.49 -4.46 0.12 0.662
C -1.99 1.66 -0.25 0.168
C -1.09 3.33 1.46 -0.583
H -0.20 -2.30 -2.34 0.635
Br 3.24 0.47 -0.35 0.001
N -0.21 1.13 1.29 0.235
H -0.19 4.60 2.94 0.468
H 1.85 -3.19 0.19 0.206
C 0.02 -7.47 -1.11 -0.545
C 1.12 -3.77 0.75 -0.946
H -1.79 -3.68 -1.29 0.466
O 3.87 -2.75 -4.28 -0.550
H 2.72 3.21 -2.58 0.462
H 1.30 2.79 3.79 0.519
C 3.47 -1.32 -2.48 -0.582
C 0.63 2.62 2.96 -0.576
C -0.06 1.12 -5.05 0.082
H -0.53 -0.03 -3.31 -0.021
O 1.97 0.45 4.01 -0.477
H -1.90 -6.57 -1.41 0.471
C 3.00 -2.27 -3.40 0.644
H 1.54 -3.96 1.74 0.782
H -1.54 1.39 -3.51 0.594
C -0.46 1.76 -7.35 -0.677
C 2.23 2.43 -3.16 -1.352
H 2.50 -0.32 4.28 0.383
C 0.85 -2.05 -2.39 -0.965
C 1.53 0.56 -6.78 -0.835
H 1.75 0.03 -4.71 0.227
H 2.47 0.10 -7.08 0.436
C 0.73 1.18 -7.73 -0.465
H 1.25 -3.37 -4.02 0.481
H 2.03 2.80 -4.17 0.444
C -1.06 2.07 0.89 0.702
C -0.90 -6.44 -1.03 -0.830
C -0.85 1.74 -6.01 -0.446
C 1.42 0.24 2.83 -0.035
C -0.21 3.62 2.49 -0.473
Co -0.05 -0.33 -0.17 0.271
O -1.77 0.48 -0.70 -0.605
H -1.23 3.88 -2.12 0.331
C -1.55 -4.11 -0.32 -1.299
H 4.50 -1.02 -2.49 0.568
H 2.90 1.58 -3.22 0.284
H -0.27 -8.42 -1.54 0.411
H -1.80 4.06 1.09 0.558
C -0.54 -5.23 -0.43 0.597
H 0.41 4.54 -2.04 0.412
H 1.05 1.20 -8.77 0.391
C 0.60 1.38 2.34 0.586
C 1.66 -2.64 -3.34 -0.954
H -1.79 2.19 -5.72 0.429
C 0.75 -5.06 0.06 0.672
C 1.13 0.53 -5.46 0.385
C 1.31 -7.30 -0.63 -0.606
```

## Properties
HOMO-LUMO gap (spin up / spin down), eV: 6.420 / 7.478
Spin multiplicity: 2
M, g mol⁻¹: 826.92
E_HOMO (spin up / spin down), hartree: -0.3912 / -0.3924
LUMO level (spin up / spin down), Eh: -0.1552 / -0.1176
Energy relative to the best compared isomer or geometry (same formula, charge and spin), kJ/mol: 191.7
Total charge: +1

=====

Molecular formula: C29H29Cl4N6O3SV
Method: DFT, ωB97M-V/def2-TZVPD

```
73
Properties=species:S:1:pos:R:3:mulliken_charge:R:1
C -3.71 5.23 3.33 -0.344
C -5.58 -0.57 -0.99 1.122
H -2.96 -1.03 2.28 0.429
C -5.11 1.92 -2.10 -1.176
H -2.53 1.84 0.77 0.188
Cl 6.59 5.45 -0.66 -0.142
C -2.21 -0.78 -1.01 -0.123
C -5.96 -0.33 -2.31 -0.844
O -4.18 1.28 1.91 -0.311
H 1.90 -4.79 -2.09 0.334
H -6.45 -1.10 -2.88 0.474
H -4.13 5.87 4.10 0.462
H 1.66 3.81 -0.78 0.374
H 2.53 -2.54 -2.32 0.373
N 1.75 -4.55 -0.01 0.228
N -0.13 -0.43 -0.29 0.942
H 4.89 -5.09 -0.06 0.330
C 3.60 2.81 -0.60 0.838
H 2.97 -5.68 1.25 0.331
H 4.01 -1.92 -1.55 0.148
C 6.37 2.77 -0.46 -0.664
C 4.51 -4.07 -0.14 -0.779
C -0.93 -0.53 -1.41 -1.553
H 4.11 -1.71 0.88 0.139
Cl -6.15 1.22 -4.49 -0.178
C -2.92 1.91 1.78 0.038
H -3.11 -0.92 -1.58 0.621
C 4.30 1.60 -0.46 0.251
H 2.90 -5.89 -1.12 0.337
C 2.53 -4.87 -1.20 -0.671
H -5.28 -0.36 1.74 0.437
H 0.61 -3.10 -0.98 0.272
N 2.37 -2.20 -0.23 0.951
O 1.44 1.83 -0.64 -0.792
C 5.70 3.98 -0.59 0.006
C 2.17 2.84 -0.68 -0.108
N -2.19 -0.82 0.36 0.336
H -0.64 -0.58 1.79 0.576
V 1.92 -0.13 -0.44 1.395
C 4.32 4.02 -0.66 -0.833
C -4.45 0.10 1.19 0.036
N 3.75 -3.75 1.07 0.099
C -4.74 1.65 -0.79 0.099
Cl -1.86 4.23 -0.21 -0.202
H 6.21 0.63 -0.29 0.498
H -0.56 -0.39 -2.41 0.540
H -4.95 2.89 -2.53 0.487
C 5.68 1.56 -0.39 -0.610
H 2.69 -2.15 1.87 0.372
Cl -5.92 -2.15 -0.34 -0.198
C 2.61 -4.66 1.17 -0.673
H -3.79 -1.95 1.02 0.631
C 3.27 -2.40 0.98 -0.616
H -4.31 2.45 -0.20 0.533
C -3.70 3.87 3.29 -1.002
C -4.93 0.39 -0.22 -0.843
C -2.64 4.39 1.32 0.447
C 3.18 -2.62 -1.45 -0.620
H 2.03 -4.43 2.07 0.329
C 1.25 -3.21 -0.10 -1.003
H -2.20 1.44 2.47 0.372
N 3.67 -3.96 -1.33 0.111
C -0.93 -0.63 0.76 -0.686
S -2.97 5.94 1.96 -0.169
H 7.45 2.77 -0.40 0.455
H 0.68 -2.95 0.80 0.283
H 5.37 -3.40 -0.22 0.343
H -4.14 3.25 4.05 0.402
C -3.35 -0.98 1.26 -1.215
O 3.57 0.44 -0.39 -0.351
C -5.70 0.91 -2.86 0.434
C -3.07 3.36 2.12 -0.169
H 3.79 4.96 -0.77 0.470
```

## Properties
HOMO-LUMO gap (spin up / spin down), eV: 5.033 / 5.565
Spin multiplicity: 3
M, g mol⁻¹: 734.41
E_HOMO (spin up / spin down), hartree: -0.4757 / -0.4757
LUMO level (spin up / spin down), Eh: -0.2907 / -0.2712
Energy relative to the best compared isomer or geometry (same formula, charge and spin), kJ/mol: 11.3
Total charge: +2

=====

Molecular formula: C29H29IrN3Si
Method: DFT, ωB97M-V/def2-TZVPD

```
63
Properties=species:S:1:pos:R:3:mulliken_charge:R:1
H 1.26 -2.12 -2.54 0.321
Ir -1.31 -1.07 0.84 -0.296
C -0.99 -2.26 3.61 0.634
H 0.07 0.45 -1.52 -0.277
H 1.18 -3.03 -4.85 0.376
C 1.54 -2.01 -4.68 -0.651
H 0.75 -1.83 -0.48 0.032
C -0.77 2.45 3.21 -0.579
N -1.05 0.91 1.36 0.217
C 0.88 3.34 -2.12 -0.163
H -1.25 -3.16 -1.19 0.587
H 4.00 2.44 -1.08 0.369
H 2.50 6.35 -2.14 0.387
C -1.07 -4.65 3.96 -0.982
C -1.16 -2.04 4.98 -0.322
N -0.85 0.03 3.50 -0.649
H -0.63 2.52 4.29 0.523
C -1.06 3.26 0.96 -0.818
H 0.85 -2.42 1.19 0.625
C -1.30 -4.43 5.33 -0.458
H -1.46 -5.28 5.98 0.373
H 4.38 4.88 -1.44 0.394
C 3.18 3.07 -1.42 -0.398
C -1.92 -2.45 -0.71 -0.484
C 1.08 4.72 -2.28 -0.714
C 1.93 -1.21 -5.76 -0.478
C 1.97 -0.15 -3.17 0.684
H -1.51 -2.93 6.90 0.379
H -1.18 -1.00 5.32 0.417
C -0.90 -3.57 3.09 -0.073
H -0.88 4.54 2.71 0.427
C 3.40 4.44 -1.62 -0.544
H -0.73 -3.72 2.03 0.454
C 1.58 -1.49 -3.38 -0.471
H -1.38 1.75 -0.54 0.570
C 1.92 2.50 -1.69 0.311
Si 1.52 0.68 -1.59 0.730
C -0.90 3.52 2.34 -0.428
H 2.19 0.00 -0.44 -0.120
C 2.44 0.61 -4.25 -0.573
C -0.85 1.14 2.69 0.305
C -3.16 -0.54 -0.27 -0.996
H 1.85 -1.60 -6.78 0.367
C 0.58 -1.56 0.57 -0.703
C -3.51 -1.53 0.71 -0.363
H -1.72 -0.62 -2.00 0.766
H -4.23 -1.40 1.52 0.458
H -1.09 4.08 0.23 0.423
H -0.11 2.92 -2.34 0.429
C -1.33 -3.12 5.84 -0.661
C -1.18 1.96 0.51 -0.075
C 2.40 0.09 -5.54 -0.602
H 2.77 1.64 -4.09 0.365
H -2.73 -3.63 1.02 0.694
C -2.71 -2.70 0.46 -0.535
C 2.34 5.27 -2.02 -0.425
H -3.59 0.46 -0.34 0.476
C -2.18 -1.11 -1.14 -0.313
N -0.96 -1.09 2.80 0.823
H -1.03 -5.66 3.56 0.377
H 2.70 0.71 -6.39 0.380
H 1.19 -0.71 0.88 0.083
H 0.25 5.36 -2.59 0.392
```

## Properties
HOMO-LUMO gap (spin up / spin down), eV: 6.371 / 4.784
Spin multiplicity: 5
M, g mol⁻¹: 639.88
E_HOMO (spin up / spin down), hartree: -0.3329 / -0.4172
LUMO level (spin up / spin down), Eh: -0.0987 / -0.2413
Energy relative to the best compared isomer or geometry (same formula, charge and spin), kJ/mol: 19.7
Total charge: +1

=====

Molecular formula: C29H29N3O3P3PdS3SbSe2
Method: DFT, ωB97M-V/def2-TZVPD

```
74
Properties=species:S:1:pos:R:3:mulliken_charge:R:1
S 1.56 1.63 0.27 -0.418
C -3.84 -1.15 3.56 0.451
H -5.72 -6.18 0.35 0.322
H -5.58 1.29 2.62 0.511
C -3.33 0.03 3.02 0.774
S -0.14 2.16 -2.95 -0.244
C -6.35 -2.37 0.64 0.797
C -5.47 -4.86 -3.27 -0.942
H -6.17 -6.79 -3.86 0.399
C -8.74 -0.96 0.73 -0.614
C -4.94 1.12 -0.72 -0.624
H -8.32 -0.42 -1.31 0.481
H -7.82 2.89 -0.66 0.443
C -7.98 -0.95 -0.43 -0.796
C -8.31 -1.66 1.84 -0.805
C -5.91 -6.15 -3.03 -0.493
S 1.16 -1.08 -1.67 -0.403
H -4.12 -1.97 2.92 -0.573
C -6.81 2.14 1.07 -0.791
N -2.59 -3.14 -0.78 -0.341
N -1.61 -1.31 -0.23 1.071
H -6.17 1.97 -2.25 0.452
H -4.31 -2.23 5.33 0.494
C 0.53 -3.76 0.66 -0.591
C 0.63 0.31 3.62 -0.674
Pd 0.01 -0.05 0.05 0.361
H 1.15 -4.65 0.69 0.290
H -0.41 -3.91 1.18 0.281
O 0.49 -0.91 2.83 -0.232
C -2.84 -1.28 0.38 -0.360
H 3.72 -2.13 0.51 0.330
H 0.36 -3.43 -0.36 0.305
C -5.13 -4.04 -2.21 -0.306
P 1.26 -1.21 1.52 1.158
O 2.73 -0.79 1.77 -0.284
H -2.54 1.99 3.46 0.479
H -7.54 2.53 1.77 0.456
H -6.34 -7.64 -1.55 0.409
P -4.90 -3.46 0.53 0.569
H -4.20 0.74 -1.42 0.402
C -7.12 -2.37 1.79 -0.363
C -3.46 -2.46 0.00 0.516
C -5.23 -4.51 -0.90 1.006
N -1.50 -2.43 -0.91 -1.079
C -3.05 0.92 5.24 -0.715
H -5.37 -4.49 -4.28 0.412
O 1.30 -2.74 1.37 -0.353
C -2.93 1.07 3.87 -0.774
H -6.20 -1.64 -1.39 0.230
C -6.04 1.82 -1.19 -0.720
H -2.76 1.73 5.89 0.453
H -9.68 -0.42 0.76 0.439
H 0.44 1.18 2.99 0.316
H 4.73 -1.04 1.50 0.245
P -3.24 0.23 1.24 0.939
C -3.56 -0.26 5.77 -0.569
C -3.94 -1.29 4.93 -0.548
H -8.91 -1.67 2.74 0.432
Se -4.43 -4.46 2.31 -0.299
H -4.75 -3.05 -2.41 0.239
Sb 1.85 1.21 -2.09 0.441
C 3.83 -1.12 0.89 -0.549
H -6.78 -2.95 2.65 0.391
H 1.63 0.34 4.04 0.313
C -6.78 -1.64 -0.48 -0.040
C -6.01 -6.63 -1.73 -0.686
H -0.13 0.23 4.39 0.187
C -4.77 0.94 0.65 0.645
C -5.71 1.44 1.55 -0.308
H 3.85 -0.39 0.08 0.158
C -6.97 2.33 -0.29 -0.613
C -5.66 -5.81 -0.67 -0.594
H -3.64 -0.37 6.84 0.407
Se -1.65 1.65 0.73 -0.300
```

## Properties
HOMO-LUMO gap (spin up / spin down), eV: 5.480 / 5.276
Spin multiplicity: 2
M, g mol⁻¹: 1042.79
E_HOMO (spin up / spin down), hartree: -0.3813 / -0.3813
LUMO level (spin up / spin down), Eh: -0.1799 / -0.1874
Energy relative to the best compared isomer or geometry (same formula, charge and spin), kJ/mol: 157.4
Total charge: +1